(1)
CH5NO2S | ωB97M-V with the def2-TZVPD basis set

SMILES string: CN(S)OO
HOMO level: -9.047 eV
charge: 0

Last column: natural (NBO) charge in e.
Cartesian coordinates (Å):
C -0.48 -0.67 -0.34  -0.471
N 0.56 0.34 -0.26  -0.086
O -0.70 1.99 0.99  -0.527
O 0.16 1.59 -0.18  -0.124
S 2.00 -0.44 1.02  -0.058
H 0.01 -1.56 -0.65  0.217
H -0.72 -0.98 0.71  0.209
H -1.26 -0.19 -0.99  0.226
H -1.56 2.34 0.60  0.459
H 2.47 0.86 1.34  0.155



(2)
C11H9N4O9Pd | ωB97M-V with the def2-TZVPD basis set

HOMO level: -5.659 eV
charge: -1

Last column: natural (NBO) charge in e.
Cartesian coordinates (Å):
Pd 0.35 -0.12 -0.14  0.973
N -0.45 2.54 0.14  -0.846
C -1.06 2.14 1.40  -0.320
C -0.10 1.35 2.27  0.633
O 0.22 1.77 3.38  -0.657
N 0.33 0.15 1.78  -0.554
C 1.56 -0.42 2.34  -0.368
C 2.70 -0.27 1.34  0.768
O 3.86 -0.38 1.69  -0.648
O 2.31 -0.04 0.12  -0.734
H 0.29 3.22 0.28  0.360
H -1.14 2.95 -0.48  0.364
H -1.93 1.52 1.18  0.233
H -1.38 2.98 2.03  0.185
H 1.44 -1.49 2.52  0.207
H 1.82 0.07 3.27  0.244
O -3.74 -0.96 -0.16  -0.654
C -2.54 -1.18 -0.25  0.760
O -1.65 -0.27 -0.45  -0.779
C -2.10 -2.63 0.00  -0.066
C -0.79 -3.07 0.08  -0.168
C -0.53 -4.42 0.24  0.010
C -1.53 -5.36 0.34  -0.164
C -2.83 -4.90 0.28  -0.007
C -3.13 -3.56 0.11  -0.141
N -3.92 -5.88 0.38  0.534
O -5.06 -5.47 0.27  -0.370
O -3.62 -7.05 0.49  -0.386
N 0.87 -4.87 0.31  0.532
O 1.06 -6.07 0.47  -0.393
O 1.74 -4.04 0.29  -0.348
H 0.02 -2.35 0.03  0.245
H -1.30 -6.40 0.47  0.275
H -4.15 -3.22 0.05  0.279



(3)
C13H17BIN3Ti | ωB97M-V with the def2-TZVPD basis set

2S+1: 3
HOMO level (spin up / spin down): -6.321 / -9.581 eV
charge: 0
expectation value of S²: 2.02

Last column: natural (NBO) charge in e.
Cartesian coordinates (Å):
C -3.56 3.38 -1.52  -0.612
C -2.92 3.22 -2.90  -0.611
H -4.41 2.71 -1.39  0.201
H -3.94 4.41 -1.44  0.205
H -2.86 3.22 -0.69  0.205
H -2.42 2.26 -3.05  0.204
H -3.69 3.31 -3.66  0.200
H -2.19 4.01 -3.08  0.202
C -0.94 -1.39 2.64  0.063
C -0.88 -2.53 3.43  -0.266
C -0.20 -3.66 2.98  -0.178
C 0.55 -3.59 1.82  -0.193
H -1.53 -0.50 2.86  0.218
H -1.42 -2.54 4.37  0.231
H -0.23 -4.59 3.53  0.226
H 1.06 -4.45 1.38  0.219
N -0.18 -1.31 1.51  -0.614
C 0.60 -2.38 1.12  0.136
C 1.35 -2.22 -0.11  0.115
N 1.16 -1.03 -0.78  -0.607
C 1.82 -0.81 -1.95  0.060
C 2.76 -3.02 -1.89  -0.185
C 2.61 -1.79 -2.53  -0.267
H 1.66 0.19 -2.34  0.215
H 3.05 -1.60 -3.50  0.232
C 2.13 -3.25 -0.67  -0.190
H 2.14 -4.23 -0.17  0.220
H 3.37 -3.81 -2.33  0.226
Ti -0.22 0.16 0.12  1.397
I -2.42 0.30 -1.03  -0.327
B 1.88 3.96 1.75  -0.650
C 1.13 2.78 1.12  0.568
N 0.54 1.85 0.66  -0.798
H 2.53 4.56 0.91  0.051
H 2.61 3.63 2.67  0.051
H 1.05 4.75 2.17  0.054



(4)
C23H34ClN5O8P | ωB97M-V with the def2-TZVPD basis set

HOMO level: -5.743 eV
charge: -1

Last column: Löwdin charge in e.
Cartesian coordinates (Å):
Cl -4.26 2.89 -5.13  0.636
O -2.94 3.28 -4.68  -0.363
O -4.64 3.80 -6.20  -0.374
O -4.27 1.52 -5.61  -0.371
O -5.25 2.99 -4.10  -0.377
C -5.89 6.31 -3.95  -0.084
O -6.00 6.97 -2.70  -0.224
P -6.34 6.23 -1.32  0.360
O -6.19 7.02 -0.10  -0.231
O -7.81 5.67 -1.56  -0.231
C -8.82 6.56 -2.08  -0.083
O -5.44 4.92 -1.29  -0.204
C -4.06 4.91 -1.59  -0.102
H -6.58 5.47 -4.06  0.074
H -4.91 5.84 -4.05  0.071
H -6.08 7.02 -4.75  0.094
H -8.50 7.60 -2.07  0.086
H -9.67 6.36 -1.43  0.091
H -9.10 6.24 -3.08  0.070
H -3.70 5.91 -1.89  0.094
H -3.88 4.36 -2.52  0.053
H -3.44 4.49 -0.80  0.091
N -2.34 6.42 -6.64  0.012
C -2.55 7.54 -7.38  -0.143
C -1.44 8.37 -7.18  -0.129
C -0.59 7.69 -6.30  -0.131
C -1.14 6.45 -6.02  -0.120
H -3.01 5.66 -6.64  0.122
H -3.44 7.66 -7.97  0.099
H -1.36 9.33 -7.65  0.078
H 0.42 7.96 -6.01  0.081
H -0.80 5.59 -5.46  0.104
N 0.72 1.92 -6.75  0.002
C 1.88 2.66 -6.72  -0.159
C 1.98 3.27 -5.50  -0.127
C 0.92 2.76 -4.73  -0.124
C 0.08 2.03 -5.54  -0.114
H 0.44 1.42 -7.56  0.138
H 2.44 2.73 -7.65  0.099
H 2.76 3.93 -5.17  0.086
H 0.74 3.10 -3.72  0.092
H -0.92 1.65 -5.40  0.098
N -8.52 3.25 -3.61  0.039
C -8.64 2.78 -2.35  -0.147
C -9.96 2.85 -1.98  -0.113
C -10.64 3.58 -3.00  -0.116
C -9.72 3.78 -4.02  -0.158
H -7.65 3.31 -4.12  0.105
H -7.79 2.28 -1.92  0.112
H -10.32 2.64 -0.98  0.084
H -11.66 3.93 -2.90  0.080
H -9.87 4.18 -5.00  0.101
N -4.81 -1.92 -0.69  -0.003
C -5.70 -0.90 -0.95  -0.142
C -5.21 -0.15 -2.01  -0.079
C -4.09 -0.87 -2.52  -0.107
C -3.83 -1.87 -1.65  -0.173
H -4.90 -2.68 -0.05  0.132
H -6.54 -0.62 -0.34  0.099
H -5.67 0.73 -2.42  0.075
H -3.48 -0.64 -3.38  0.092
H -2.99 -2.54 -1.56  0.103
N -7.17 0.17 -6.04  0.043
C -8.16 -0.82 -6.14  -0.125
C -9.30 -0.17 -6.53  -0.143
C -9.09 1.24 -6.59  -0.106
C -7.76 1.36 -6.33  -0.172
H -6.19 0.06 -5.84  0.120
H -8.00 -1.87 -5.95  0.093
H -10.22 -0.68 -6.78  0.082
H -9.85 1.92 -6.91  0.085
H -7.13 2.24 -6.28  0.099



(5)
C28H25AgN6O10P2S | ωB97M-V with the def2-TZVPD basis set

HOMO level: -2.887 eV
charge: -2

Last column: Löwdin charge in e.
Cartesian coordinates (Å):
Ag -0.25 -0.17 0.62  0.742
O 0.72 2.33 -0.29  -0.343
S 0.09 2.14 -1.59  0.570
O -0.69 3.27 -2.07  -0.344
N -0.69 0.78 -1.54  -0.161
C -1.36 0.29 -2.63  -0.263
C -1.55 0.91 -3.85  -0.035
C -2.25 0.29 -4.90  -0.104
C -2.79 -0.96 -4.77  -0.087
C -2.64 -1.64 -3.53  -0.175
C -3.17 -2.93 -3.30  -0.044
C -3.01 -3.52 -2.08  -0.070
C -2.32 -2.81 -1.07  -0.153
N -1.81 -1.62 -1.26  0.116
C -1.94 -1.03 -2.46  -0.155
C 1.42 1.94 -2.77  -0.260
C 1.59 2.88 -3.77  -0.077
C 2.63 2.73 -4.68  -0.103
C 3.50 1.65 -4.56  -0.106
C 3.32 0.71 -3.56  -0.066
C 2.27 0.85 -2.65  -0.034
H -1.15 1.91 -4.00  0.083
H -2.37 0.82 -5.84  0.093
H -3.32 -1.44 -5.58  0.091
H -3.71 -3.43 -4.09  0.102
H -3.40 -4.51 -1.87  0.090
H -2.19 -3.23 -0.08  0.083
H 0.91 3.72 -3.82  0.101
H 2.77 3.46 -5.46  0.089
H 4.32 1.54 -5.26  0.089
H 3.99 -0.13 -3.46  0.107
H 2.12 0.11 -1.87  0.082
O 2.91 1.11 3.68  -0.158
P 1.91 -0.14 3.47  0.175
O 1.84 -0.90 4.75  -0.330
O 0.59 0.37 2.91  -0.373
O 2.65 -1.02 2.34  -0.276
P 3.05 -0.60 0.80  0.186
O 3.07 1.03 0.91  -0.186
O 4.42 -1.08 0.54  -0.322
O 1.91 -0.99 -0.11  -0.372
H 3.15 1.43 2.80  0.035
H 2.23 1.42 0.59  0.023
N -0.74 2.82 4.97  0.187
C -1.48 3.73 4.33  -0.518
O -1.77 4.84 4.78  0.013
C -1.97 3.28 2.98  -0.131
C -2.07 4.20 1.95  -0.008
C -2.45 3.76 0.70  -0.059
C -2.70 2.41 0.52  -0.160
N -2.61 1.50 1.50  0.067
C -2.27 1.95 2.70  -0.112
H -0.24 3.11 5.80  0.110
H -0.34 2.03 4.43  0.091
H -1.82 5.24 2.14  0.117
H -2.51 4.43 -0.15  0.100
H -2.97 2.03 -0.46  0.101
H -2.24 1.21 3.50  0.100
N -0.19 -2.52 3.88  0.112
C -1.06 -1.90 3.03  -0.201
N -0.93 -2.23 1.78  0.066
C 0.12 -3.15 1.77  -0.252
C 0.73 -3.80 0.71  -0.034
C 1.80 -4.63 0.99  -0.099
C 2.27 -4.80 2.30  -0.105
C 1.68 -4.14 3.36  -0.027
C 0.61 -3.32 3.07  -0.226
H 0.25 -2.01 4.65  0.110
H -1.79 -1.18 3.39  0.112
H 0.41 -3.61 -0.31  0.101
H 2.31 -5.13 0.18  0.091
H 3.13 -5.44 2.47  0.088
H 2.07 -4.22 4.37  0.107



(6)
C19H16IN9RuSSe | ωB97M-V with the def2-TZVPD basis set

2S+1: 5
HOMO level (spin up / spin down): -18.841 / -18.809 eV
charge: +4
expectation value of S²: 6.03

Last column: natural (NBO) charge in e.
Cartesian coordinates (Å):
Ru -0.54 -0.54 -0.60  1.428
Se 5.00 -2.52 4.18  1.208
N 4.98 -2.09 2.47  -0.588
C 3.74 -1.83 2.15  0.147
C 3.32 -1.43 0.82  -0.051
C 4.18 -1.26 -0.27  -0.003
C 3.66 -0.88 -1.50  -0.220
C 2.30 -0.65 -1.63  0.094
N 1.46 -0.80 -0.59  -0.460
C 1.96 -1.19 0.62  0.144
C 1.00 -1.34 1.67  0.233
N -0.30 -1.08 1.33  -0.496
C -1.24 -1.13 2.29  0.086
C -0.94 -1.47 3.60  -0.224
C 0.37 -1.77 3.94  -0.001
C 1.37 -1.70 2.96  -0.052
C 2.78 -1.96 3.21  0.068
N 3.26 -2.32 4.37  -0.571
H 5.24 -1.45 -0.15  0.289
H 4.30 -0.74 -2.36  0.283
H 1.87 -0.35 -2.57  0.222
H -2.25 -0.89 2.00  0.221
H -1.73 -1.49 4.34  0.281
H 0.64 -2.04 4.96  0.288
C -0.14 5.10 -0.37  -0.609
C -1.20 4.00 -0.36  -0.475
C -0.91 2.90 -1.32  0.166
N -1.01 1.63 -1.09  -0.390
N -0.65 0.82 -2.15  -0.455
C -0.29 1.51 -3.23  0.280
N 0.10 0.98 -4.38  -0.729
S -0.38 3.22 -2.95  0.562
H -0.39 5.85 0.37  0.273
H -0.10 5.61 -1.34  0.230
H 0.85 4.71 -0.14  0.225
H -2.18 4.42 -0.63  0.273
H -1.31 3.55 0.63  0.250
H 0.02 -0.02 -4.55  0.436
H 0.33 1.55 -5.17  0.458
I -6.08 -3.60 -1.15  1.035
C -4.67 -2.17 -0.99  -0.407
C -4.87 -0.78 -1.08  0.097
N -3.68 -0.23 -0.94  -0.289
N -2.69 -1.15 -0.76  -0.355
C -3.27 -2.33 -0.78  0.058
H -5.77 -0.20 -1.23  0.301
H -3.45 0.76 -0.97  0.463
H -2.72 -3.25 -0.66  0.275



(7)
C5H8N | ωB97M-V with the def2-TZVPD basis set

SMILES string: C[NH2+]C=C1C=C1
HOMO level: -13.200 eV
charge: +1

Last column: natural (NBO) charge in e.
Cartesian coordinates (Å):
C 1.87 -0.90 -0.16  -0.171
C 1.20 0.38 0.10  0.009
C 2.67 0.09 0.26  -0.057
C 0.05 1.11 -0.20  -0.237
C -1.77 -0.36 0.48  -0.420
N -1.07 0.26 -0.68  -0.513
H 1.78 -1.94 0.02  0.255
H 3.66 0.48 0.56  0.284
H -0.25 2.14 -0.07  0.249
H -1.75 0.27 1.29  0.243
H -2.67 -0.84 0.14  0.236
H -1.31 -1.24 0.84  0.233
H -1.71 0.92 -1.14  0.441
H -0.70 -0.38 -1.44  0.449



(8)
C25H32N4O2S | ωB97M-V with the def2-TZVPD basis set

SMILES string: COc1ccc(NC(=S)N(CCCN2CCOCC2)Cc2cn(C)c3ccccc23)cc1
HOMO level: -7.490 eV
charge: 0

Last column: natural (NBO) charge in e.
Cartesian coordinates (Å):
C 6.39 3.01 -0.86  -0.250
H 6.44 3.18 0.22  0.177
O 5.09 3.24 -1.35  -0.498
C 4.06 2.51 -0.83  0.281
C 2.78 2.83 -1.30  -0.244
C 1.68 2.14 -0.84  -0.212
C 1.81 1.12 0.09  0.119
C 3.08 0.80 0.55  -0.182
C 4.19 1.49 0.10  -0.318
H 5.16 1.21 0.49  0.218
H 3.21 0.01 1.27  0.237
N 0.66 0.42 0.45  -0.610
C 0.54 -0.69 1.24  0.314
N -0.30 -1.66 0.78  -0.433
C -0.83 -2.67 1.66  -0.223
C -2.31 -2.45 1.95  -0.418
C -2.54 -1.15 2.73  -0.216
N -3.89 -0.65 2.55  -0.443
C -4.89 -1.45 3.24  -0.256
C -6.28 -0.91 2.92  -0.072
O -6.40 0.44 3.31  -0.522
C -5.43 1.23 2.67  -0.072
C -4.02 0.73 2.98  -0.249
H -3.29 1.34 2.45  0.204
H -3.83 0.83 4.07  0.170
H -5.57 2.25 3.03  0.194
H -5.58 1.20 1.58  0.163
H -7.04 -1.46 3.47  0.193
H -6.46 -1.00 1.84  0.164
H -4.82 -2.48 2.89  0.204
H -4.73 -1.44 4.33  0.169
H -2.29 -1.30 3.79  0.175
H -1.86 -0.39 2.34  0.201
H -2.88 -2.40 1.02  0.205
H -2.68 -3.31 2.53  0.209
H -0.25 -2.64 2.59  0.253
H -0.68 -3.66 1.20  0.196
C -0.73 -1.71 -0.61  -0.239
C 0.38 -1.36 -1.55  -0.147
C 1.67 -1.82 -1.50  0.005
N 2.45 -1.20 -2.43  -0.336
C 1.67 -0.31 -3.11  0.124
C 2.00 0.58 -4.13  -0.225
C 1.00 1.39 -4.62  -0.218
C -0.30 1.32 -4.12  -0.237
C -0.64 0.45 -3.12  -0.229
C 0.35 -0.38 -2.59  -0.025
H -1.65 0.40 -2.74  0.209
H -1.06 1.98 -4.54  0.213
H 1.23 2.10 -5.41  0.214
H 3.01 0.64 -4.51  0.217
C 3.86 -1.36 -2.59  -0.400
H 4.38 -0.43 -2.35  0.214
H 4.10 -1.64 -3.62  0.204
H 4.21 -2.14 -1.92  0.217
H 2.09 -2.55 -0.83  0.219
H -1.08 -2.73 -0.80  0.225
H -1.58 -1.03 -0.79  0.198
S 1.32 -0.82 2.69  -0.244
H -0.11 0.59 -0.19  0.396
H 0.70 2.40 -1.23  0.216
H 2.68 3.62 -2.03  0.227
H 7.03 3.73 -1.38  0.199
H 6.73 2.00 -1.09  0.169



(9)
C3H9N2O3 | ωB97M-V with the def2-TZVPD basis set

SMILES string: C[N+](C)(C)O[N+](=O)[O-]
HOMO level: -16.592 eV
charge: +1

Last column: natural (NBO) charge in e.
Cartesian coordinates (Å):
C 1.28 -0.96 0.69  -0.389
C 0.59 0.10 -1.42  -0.403
C 0.10 1.18 0.74  -0.400
N -2.47 -0.33 -0.06  0.781
N 0.21 -0.17 0.03  0.075
O -2.53 0.81 -0.23  -0.227
O -3.01 -1.31 0.15  -0.135
O -0.97 -0.90 0.13  -0.412
H 0.91 -0.91 1.74  0.244
H 1.18 -1.97 0.19  0.255
H 2.13 -0.41 0.42  0.228
H -0.03 0.71 -1.93  0.232
H 1.64 0.63 -1.38  0.231
H 0.64 -0.82 -1.88  0.231
H -0.55 1.86 0.36  0.241
H -0.19 0.95 1.73  0.226
H 1.06 1.54 0.73  0.221



(10)
C17H18FN3O3RhSe3Te | ωB97M-V with the def2-TZVPD basis set

2S+1: 5
HOMO level (spin up / spin down): -8.753 / -9.851 eV
charge: +1
expectation value of S²: 6.03

Last column: natural (NBO) charge in e.
Cartesian coordinates (Å):
Rh -0.19 0.58 0.08  0.809
F -3.89 -5.35 -1.09  -0.328
C -2.60 -5.12 -1.44  0.336
C -2.02 -3.94 -1.08  -0.215
C -0.71 -3.66 -1.48  -0.086
C -0.09 -2.38 -1.09  0.584
O -0.79 -1.57 -0.46  -0.684
C 1.27 -2.20 -1.49  -0.349
C 1.86 -3.17 -2.23  0.154
N 1.27 -4.31 -2.66  -0.359
C 2.02 -5.25 -3.47  -0.073
C 2.84 -4.72 -4.60  -0.405
C 1.58 -5.49 -4.88  -0.428
C -0.02 -4.60 -2.26  0.158
C -0.63 -5.82 -2.59  -0.202
C -1.92 -6.09 -2.18  0.083
N -2.51 -7.33 -2.55  -0.457
C -2.95 -7.44 -3.93  -0.239
C -3.02 -8.89 -4.35  -0.224
N -3.94 -9.62 -3.40  -0.495
C -3.50 -9.46 -1.96  -0.223
C -3.44 -7.98 -1.64  -0.243
C 2.18 -1.02 -1.15  0.781
O 3.36 -1.14 -1.40  -0.634
O 1.64 0.05 -0.66  -0.775
H -2.56 -3.20 -0.50  0.269
H 2.90 -3.03 -2.52  0.262
H 2.42 -6.09 -2.91  0.221
H 3.79 -5.19 -4.78  0.238
H 2.82 -3.65 -4.77  0.238
H 1.66 -6.49 -5.27  0.223
H 0.73 -4.92 -5.22  0.227
H -0.09 -6.57 -3.13  0.228
H -2.24 -6.93 -4.59  0.253
H -3.93 -6.96 -4.09  0.189
H -2.05 -9.37 -4.25  0.231
H -3.41 -9.02 -5.35  0.239
H -4.01 -10.60 -3.65  0.441
H -4.88 -9.22 -3.49  0.430
H -2.52 -9.93 -1.89  0.232
H -4.21 -9.99 -1.34  0.239
H -3.10 -7.87 -0.62  0.257
H -4.45 -7.56 -1.69  0.199
Se -0.78 -0.04 2.56  -0.026
Se -1.43 2.06 3.02  -0.010
Te -0.76 3.19 0.79  0.333
Se -2.07 1.86 -0.86  -0.396



no.,E_tot (a.u.)
1,-644.29970
2,-1448.58506
3,-1841.88149
4,-2573.93649
5,-3391.31403
6,-4417.08362
7,-249.66818
8,-1739.51883
9,-454.42672
10,-8731.07587